Entry 1:
Entry from the Open Molecules 2025 dataset: C24H67N9O8 as an isolated structure (ωB97M-V/def2-TZVPD).

Frontier orbital gap in eV: 7.83

The geometry in ORCA input format:
```
! wB97M-V def2-TZVPD RIJCOSX def2/J DEFGRID3
* xyz 0 1
C -2.5298 3.3293 2.3540
O -3.3626 2.4797 2.0896
N -2.6030 4.1788 3.3282
N -1.4024 3.5505 1.7317
H -3.4177 4.1138 3.9217
H -1.8461 4.8346 3.4588
H -0.7788 4.1859 2.2087
H -1.1617 3.0082 0.9144
C 3.3362 -0.3213 -0.4052
O 4.4290 -0.5376 0.1736
N 2.5709 -1.2903 -0.8638
N 2.7695 0.8200 -0.5096
H 2.8446 -2.2486 -0.6998
H 1.6920 -1.0116 -1.2761
H 1.8880 0.9019 -0.9957
H 3.1590 1.6116 -0.0179
C 4.8296 -2.3296 2.6408
O 3.4370 -2.2257 3.0801
C 2.5905 -2.2196 2.0063
C 1.2287 -2.2139 2.7401
N 0.8869 -0.9916 3.4247
C 0.2242 -0.0913 2.5556
C -0.2226 1.1008 3.3868
O 0.9065 1.8976 3.7947
C 0.5688 3.2370 4.1976
H 5.5821 -2.1664 3.4123
H 5.0140 -1.6218 1.8326
H 5.0745 -3.3486 2.3412
H 2.7141 -3.1015 1.3777
H 2.5007 -1.3285 1.3850
H 1.1207 -3.0737 3.4012
H 0.5591 -2.5558 1.9509
H 1.7939 -0.6259 3.6770
H -0.6724 -0.4791 2.0721
H 0.8155 0.3010 1.7282
H -0.8773 0.7386 4.1794
H -0.9690 1.7425 2.9185
H 0.7773 3.8551 3.3243
H 1.2717 3.4340 5.0071
H -0.4778 3.3375 4.4848
C 2.2037 2.9596 -1.1377
C 3.5610 3.4235 -1.6545
C 4.0306 4.8467 -1.2684
O 5.3735 5.0134 -1.7478
C 5.9061 6.2908 -1.4312
N 4.5067 2.5228 -0.9974
H 1.8334 2.1194 -1.7251
H 1.4584 3.7025 -1.4219
H 2.0651 2.7059 -0.0867
H 3.4726 3.3226 -2.7362
H 3.8653 5.1622 -0.2383
H 3.4415 5.5486 -1.8586
H 5.4602 6.9117 -2.2081
H 6.9789 6.2347 -1.6156
H 5.6147 6.6397 -0.4405
H 5.4271 2.9341 -0.9357
H 4.6299 1.6762 -1.5343
C -3.1650 -3.4804 1.8537
C -4.5633 -3.0914 1.3176
C -4.4136 -2.0505 0.1565
O -4.1628 -0.7733 0.7505
C -4.3727 0.4281 -0.0264
N -5.1394 -4.2906 0.6866
H -3.2656 -3.8917 2.8581
H -2.5097 -2.6312 2.0471
H -2.7269 -4.2657 1.2377
H -5.2001 -2.7471 2.1325
H -5.2707 -2.1138 -0.5139
H -3.4835 -2.2074 -0.3898
H -3.6569 0.5044 -0.8449
H -4.2867 1.2543 0.6794
H -5.3539 0.3381 -0.4925
H -6.0319 -4.1881 0.2250
H -4.4899 -4.6449 -0.0009
C -1.0132 -1.8702 -3.5031
C -2.4935 -2.2939 -3.3592
C -3.0609 -3.3978 -4.3363
O -2.6411 -4.7424 -4.1690
C -1.3437 -5.1114 -4.6750
N -2.6306 -2.7389 -1.9134
H -0.2697 -2.4584 -2.9651
H -0.8639 -0.8647 -3.1098
H -0.6317 -1.8840 -4.5241
H -3.2132 -1.4927 -3.5267
H -2.7883 -3.0672 -5.3385
H -4.1420 -3.4105 -4.4748
H -1.2763 -6.1992 -4.6857
H -0.6285 -4.7725 -3.9255
H -1.1145 -4.5970 -5.6083
H -2.3596 -1.9715 -1.3154
H -1.8866 -3.4184 -1.8446
C 0.2912 2.0982 -0.6432
C -0.0150 0.5895 -0.5235
C -1.5637 0.2167 -0.9499
O -1.6045 -1.2172 -1.1978
C -1.4601 -2.0188 -0.0300
N 0.8137 -0.0283 -1.5345
H 1.0116 2.5501 0.0386
H -0.6526 2.5742 -0.3770
H 0.4967 2.4354 -1.6591
H 0.2342 0.0990 0.4175
H -1.7900 0.6697 -1.9152
H -2.1903 0.6033 -0.1462
H -1.8800 -2.9919 -0.2850
H -2.0220 -1.4958 0.7439
H -0.4788 -2.2704 0.3725
H 0.4767 -0.9796 -1.5743
H 0.6900 0.4174 -2.4323
*
```



Entry 2:
Entry from the Open Molecules 2025 dataset: a 2-piece molecular cluster, C3H12NS overall (ωB97M-V/def2-TZVPD).

Frontier orbital gap in eV: 9.27

The geometry in ORCA input format:
```
! wB97M-V def2-TZVPD RIJCOSX def2/J DEFGRID3
* xyz 1 1
C 2.6722 -0.2292 -1.7748
N 1.6926 0.7220 -1.0865
H 3.6550 0.1926 -1.6154
H 2.5978 -1.1682 -1.2061
H 2.5371 -0.5597 -2.7986
H 0.9315 0.3643 -0.4950
H 1.2473 1.1612 -1.8996
H 2.2063 1.4929 -0.6594
C -2.9806 -0.5217 0.8630
C -1.6966 -0.2158 1.6425
S -0.6073 1.2993 1.3391
H -2.8383 -0.2487 -0.1901
H -3.8139 0.0290 1.2890
H -3.2265 -1.5801 0.9190
H -1.8338 -0.2533 2.7204
H -0.9583 -0.9803 1.4581
H 0.4155 0.4957 1.4943
*
```



Entry 3:
Entry from the Open Molecules 2025 dataset: an isolated ion of composition C5H9ClN and charge +1 (ωB97M-V/def2-TZVPD).

Frontier orbital gap (spin up / spin down) in eV: 9.05 / 9.05

The geometry in ORCA input format:
```
! wB97M-V def2-TZVPD RIJCOSX def2/J DEFGRID3
* xyz 1 1
C -2.2380 -1.6153 0.3564
C -1.5642 -0.6200 -0.1861
C -0.1857 -0.2212 0.2509
C 0.2738 1.1135 -0.2814
C 0.9056 -0.8661 -0.5558
N 1.4363 1.7372 0.3150
Cl 2.4891 -0.9798 0.0748
H -3.2127 -1.8926 -0.0027
H -1.8419 -2.2004 1.1701
H -1.9664 -0.0624 -1.0176
H -0.0520 -0.3434 1.3250
H -0.0455 1.4598 -1.2449
H 0.7785 -1.0918 -1.5977
H 2.1799 0.9696 0.4446
H 1.2298 2.1375 1.2408
H 1.8137 2.4754 -0.2914
*
```



Entry 4:
Entry from the Open Molecules 2025 dataset: C37H78N3O9PSSi2 as an isolated structure (ωB97M-V/def2-TZVPD).

Frontier orbital gap in eV: 9.70

The geometry in ORCA input format:
```
! wB97M-V def2-TZVPD RIJCOSX def2/J DEFGRID3
* xyz 0 1
C 14.3687 0.2067 0.1618
O 13.0106 0.6279 0.1152
C 12.6767 1.4413 1.2473
C 11.1881 1.1187 1.6410
C 10.3212 2.4174 1.7281
C 8.8326 2.0852 2.1357
C 7.9806 1.9932 0.8145
C 7.0569 3.2469 0.6565
C 5.8477 3.0186 -0.3135
C 4.5667 3.7714 0.2166
C 3.2577 2.9894 -0.1624
C 2.3152 3.7153 -1.1778
C 0.7985 3.7164 -0.8016
C 0.2787 2.3873 -0.1348
Si -1.2120 1.6462 -1.0656
O -2.6704 2.4108 -0.6387
Si -4.0390 1.6102 -1.2625
N -4.0120 1.5180 -3.0374
C -5.6712 2.4175 -0.7236
C -6.6926 1.2710 -0.3772
C -8.0615 1.8129 0.1270
C -9.2024 0.7342 0.1149
C -10.1442 1.0332 1.3517
C -11.6027 0.5281 1.1302
C -12.6558 1.4277 1.8554
S -14.3529 0.7812 1.5144
C -15.4680 2.1013 1.8847
N -15.3350 3.0973 2.7728
N -16.3792 3.9200 2.7477
C -17.2175 3.4807 1.8349
O -16.6791 2.3772 1.3271
P -1.3716 -0.4684 -0.2866
O -1.7385 -1.4640 -1.3590
H 14.5086 -0.7474 0.7158
H 15.0361 0.9966 0.5679
H 14.6924 0.0101 -0.8834
H 13.3681 1.2596 2.0946
H 12.7086 2.5267 1.0057
H 11.1493 0.5296 2.5805
H 10.7761 0.4552 0.8446
H 10.7600 3.1265 2.4694
H 10.3730 2.9287 0.7437
H 8.4361 2.8926 2.7842
H 8.8427 1.1091 2.6631
H 7.4006 1.0460 0.7701
H 8.6558 1.9794 -0.0648
H 6.7420 3.5535 1.6765
H 7.6910 4.0792 0.2743
H 5.6768 1.9202 -0.3373
H 6.1049 3.3672 -1.3377
H 4.6580 3.7420 1.3253
H 4.5648 4.8383 -0.0758
H 3.5932 2.0529 -0.6630
H 2.7614 2.6652 0.7714
H 2.4795 3.3543 -2.2139
H 2.6325 4.7842 -1.1930
H 0.5068 4.6094 -0.2124
H 0.2434 3.8265 -1.7655
H -0.1297 2.6616 0.8649
H 1.0229 1.5705 -0.0857
H -0.9558 1.6529 -2.5138
H -4.1123 0.2044 -0.7977
H -3.4702 0.6877 -3.3001
H -4.9732 1.2672 -3.2921
H -5.5342 3.1085 0.1334
H -6.0883 2.9483 -1.6093
H -6.2470 0.6305 0.4169
H -6.8689 0.5987 -1.2470
H -8.4015 2.6507 -0.5117
H -7.9355 2.1331 1.1794
H -8.8169 -0.3031 0.1737
H -9.8520 0.8068 -0.7799
H -9.7219 0.4773 2.2086
H -10.1670 2.1309 1.4866
H -11.7095 -0.4826 1.5788
H -11.9095 0.4661 0.0678
H -12.5478 2.5036 1.6274
H -12.5092 1.3314 2.9521
H -18.1565 3.9705 1.5792
H -2.2820 -0.4402 0.8175
H -0.1014 -0.7841 0.3028
C 1.2699 -2.6380 -2.7016
C 1.9173 -3.5100 -1.6603
O 2.4738 -3.0319 -0.6925
C 1.8478 -5.0014 -1.8652
H 1.3973 -1.5918 -2.4231
H 1.7426 -2.8035 -3.6717
H 0.2022 -2.8579 -2.7579
H 2.3456 -5.2707 -2.7976
H 0.8060 -5.3257 -1.8876
H 2.3535 -5.5026 -1.0399
C 8.1636 -0.4215 -1.9697
C 8.7631 -1.3474 -0.9405
O 9.3074 -0.9219 0.0571
C 8.6573 -2.8264 -1.2058
H 8.3089 0.6104 -1.6576
H 8.6550 -0.5689 -2.9332
H 7.0925 -0.6123 -2.0630
H 9.1711 -3.0746 -2.1369
H 7.6079 -3.1204 -1.2659
H 9.1261 -3.3743 -0.3905
C -18.3611 -1.5015 1.9671
C -18.8390 -0.9298 3.2792
O -19.8134 -1.3737 3.8429
C -18.0501 0.2177 3.8566
H -19.0177 -2.3177 1.6685
H -18.3848 -0.7307 1.1942
H -17.3465 -1.8890 2.0769
H -18.0615 1.0612 3.1643
H -17.0219 -0.0963 4.0476
H -18.5012 0.5303 4.7973
C 5.4260 -3.3201 -4.4204
C 4.5353 -4.4873 -4.7634
O 3.3347 -4.3560 -4.8651
C 5.1992 -5.8240 -4.9739
H 4.8170 -2.4251 -4.2969
H 5.9542 -3.5172 -3.4855
H 6.1425 -3.1489 -5.2258
H 5.7178 -6.1295 -4.0633
H 5.9058 -5.7624 -5.8034
H 4.4420 -6.5695 -5.2132
C 5.8071 -4.2478 2.6350
C 6.9903 -4.8547 1.9244
O 7.0056 -4.9796 0.7200
C 8.1538 -5.2993 2.7746
H 5.0475 -3.9747 1.9033
H 5.3796 -4.9712 3.3316
H 6.1163 -3.3494 3.1723
H 7.8291 -6.0687 3.4773
H 8.5650 -4.4467 3.3179
H 8.9310 -5.7148 2.1344
*
```



Entry 5:
Entry from the Open Molecules 2025 dataset: a 12-piece molecular cluster, C42H56Cl6F4O5 overall (ωB97M-V/def2-TZVPD).

SMILES string: Fc1ccccc1.Fc1ccccc1.Fc1ccccc1.Fc1ccccc1.CC(C)=O.CC(C)=O.CC(C)=O.CC(C)=O.CC(C)=O.ClCCl.ClCCl.ClCCl
Frontier orbital gap in eV: 9.61

The geometry in ORCA input format:
```
! wB97M-V def2-TZVPD RIJCOSX def2/J DEFGRID3
* xyz 0 1
F 7.4972 -7.0526 -4.1185
C 8.5899 -7.3929 -3.4493
C 9.3513 -8.4255 -3.9765
C 10.4719 -8.8388 -3.2880
C 10.8712 -8.1814 -2.1027
C 10.0521 -7.1465 -1.5935
C 8.9529 -6.7193 -2.2921
H 9.1616 -8.8072 -4.9688
H 11.0711 -9.5658 -3.8159
H 11.7061 -8.5165 -1.5053
H 10.3627 -6.7331 -0.6453
H 8.3369 -5.9388 -1.8704
F 3.9866 7.0331 2.3916
C 4.6885 8.0067 2.9989
C 4.3054 9.3441 2.9501
C 5.1346 10.3645 3.4558
C 6.3036 9.9824 4.0627
C 6.6965 8.6531 4.1382
C 5.8246 7.6644 3.7052
H 3.3124 9.5662 2.5881
H 4.7774 11.3834 3.4818
H 6.9614 10.6887 4.5474
H 7.6216 8.3997 4.6346
H 6.1998 6.6524 3.7419
F -11.7471 1.7927 4.3664
C -10.7538 2.6062 4.7453
C -9.4620 2.1390 4.5849
C -8.3513 2.9138 5.0295
C -8.6986 3.9922 5.8629
C -9.9688 4.4640 5.9941
C -11.0131 3.7678 5.4314
H -9.3415 1.2298 4.0146
H -7.3492 2.5979 4.7796
H -7.9205 4.5418 6.3718
H -10.2633 5.3738 6.4959
H -11.9991 4.1590 5.6343
F -3.7624 -0.2047 -0.4415
C -2.4384 -0.5655 -0.5130
C -1.4125 0.3745 -0.3830
C -0.0715 -0.0537 -0.4127
C 0.2171 -1.4008 -0.6171
C -0.8098 -2.3456 -0.7331
C -2.1639 -1.9293 -0.6799
H -1.7293 1.3767 -0.1349
H 0.7649 0.5803 -0.1579
H 1.2501 -1.6810 -0.7618
H -0.4841 -3.3506 -0.9573
H -3.0123 -2.5962 -0.7228
C 6.5484 1.2304 -4.5725
C 7.7084 2.1862 -4.7468
C 8.8367 2.0675 -3.7720
O 7.6808 3.1006 -5.5735
H 5.6770 1.5278 -5.1558
H 6.1677 1.3246 -3.5554
H 6.8619 0.2092 -4.7889
H 9.7462 2.1234 -4.3701
H 8.7807 1.1532 -3.1811
H 8.8531 2.9404 -3.1194
C -0.3445 8.6748 -5.9927
C 0.0001 8.0579 -4.6806
C 1.2187 7.1507 -4.5684
O -0.7405 8.2964 -3.6960
H 0.2872 8.2383 -6.7664
H -0.1480 9.7437 -5.9097
H -1.3556 8.4217 -6.3116
H 2.1399 7.7246 -4.4681
H 1.3275 6.5014 -5.4371
H 1.0850 6.5310 -3.6817
C -7.1408 6.8971 -2.0027
C -7.8478 7.2829 -3.2829
C -7.4734 8.5672 -3.9936
O -8.6978 6.5761 -3.7579
H -7.5932 6.0441 -1.4970
H -6.8923 7.7792 -1.4126
H -6.1802 6.4600 -2.2751
H -6.4224 8.8135 -3.8426
H -8.1322 9.3953 -3.7320
H -7.7613 8.5285 -5.0442
C -5.5079 -5.9736 5.5848
C -4.1855 -6.7307 5.6455
C -2.9899 -5.9392 5.2637
O -4.0951 -7.9026 5.9674
H -6.3306 -6.5879 5.9507
H -5.8071 -5.5908 4.6091
H -5.5376 -5.0763 6.2029
H -3.1653 -4.9154 5.5940
H -2.9015 -5.9433 4.1773
H -2.0868 -6.3474 5.7175
C 5.7434 -10.1292 2.5298
C 4.5892 -9.8670 1.5525
C 4.2678 -10.9170 0.5003
O 3.9076 -8.8671 1.5959
H 6.2505 -11.0569 2.2645
H 5.2614 -10.1328 3.5074
H 6.4236 -9.2777 2.5504
H 3.4280 -11.5107 0.8613
H 5.1406 -11.5434 0.3159
H 4.0281 -10.3766 -0.4155
Cl -9.5298 -5.5571 -0.7492
C -9.1729 -7.1709 -1.4581
Cl -7.6283 -7.7451 -0.8086
H -9.9256 -7.9189 -1.2089
H -9.1195 -7.0734 -2.5424
Cl -9.0813 -1.0330 -6.6547
C -7.7515 -0.3431 -5.6874
Cl -6.1711 -1.1195 -6.1149
H -7.7313 0.7403 -5.8052
H -7.9955 -0.4849 -4.6346
Cl 3.1390 -1.6822 6.1137
C 3.9119 -2.8146 5.0137
Cl 5.1347 -2.0055 3.9591
H 4.4155 -3.6030 5.5731
H 3.1662 -3.2534 4.3508
*
```



Entry 6:
Entry from the Open Molecules 2025 dataset: C6H12Cl6N3O9V as an isolated structure (ωB97M-V/def2-TZVPD).

Frontier orbital gap (spin up / spin down) in eV: 6.70 / 7.72
⟨S²⟩: 2.04

The geometry in ORCA input format:
```
! wB97M-V def2-TZVPD RIJCOSX def2/J DEFGRID3
* xyz 0 3
V 5.8308 -4.7930 -10.1458
N 3.2307 -2.7767 -10.8406
O 2.7028 -1.7480 -10.5106
O 2.7876 -3.4953 -11.7441
O 4.3116 -3.1931 -10.2564
N 7.7761 -3.0975 -9.2839
O 7.7885 -3.7686 -10.3628
O 8.6746 -2.4615 -8.8709
O 6.6648 -3.3531 -8.7143
N 7.1021 -6.9787 -9.5146
O 6.5754 -6.1789 -8.6864
O 7.8581 -7.8400 -9.2516
O 6.8717 -6.5467 -10.7006
Cl 10.6134 -6.0230 -8.6276
C 11.7225 -4.6760 -8.9304
C 11.6354 -4.2154 -10.3742
Cl 12.8868 -3.0528 -10.7324
H 12.7621 -4.9721 -8.7738
H 11.5135 -3.9169 -8.1805
H 10.6505 -3.7423 -10.4448
H 11.5334 -5.0759 -11.0331
Cl 12.2142 0.2165 -12.6133
C 10.6385 0.6910 -11.9165
C 10.6694 0.4501 -10.4094
Cl 9.2963 1.3326 -9.6897
H 9.8270 0.0836 -12.3106
H 10.5149 1.7417 -12.1499
H 11.5696 0.9313 -10.0268
H 10.7790 -0.5985 -10.1451
Cl 7.7149 -4.9335 -5.3338
C 8.6572 -3.4457 -5.2820
C 10.1554 -3.6422 -5.1845
Cl 10.6132 -4.1853 -3.5498
H 8.3213 -2.7027 -4.5636
H 8.5174 -3.0116 -6.2757
H 10.6202 -2.6735 -5.3628
H 10.4831 -4.3353 -5.9570
*
```



Entry 7:
Entry from the Open Molecules 2025 dataset: a 2-piece molecular cluster, C11H17N overall (ωB97M-V/def2-TZVPD).

SMILES string: C=C1C=CCC1.CCC#CCN
Frontier orbital gap in eV: 9.17

The geometry in ORCA input format:
```
! wB97M-V def2-TZVPD RIJCOSX def2/J DEFGRID3
* xyz 0 1
C 4.8850 -0.0348 1.7592
C 4.1306 -0.1594 0.6670
C 2.7234 0.2540 0.4840
C 2.2786 -0.1134 -0.7504
C 3.3278 -0.8011 -1.5323
C 4.5621 -0.8627 -0.5973
H 4.5178 0.4827 2.6415
H 5.8959 -0.4239 1.8040
H 2.1311 0.7177 1.2786
H 1.3087 0.0533 -1.2183
H 2.9995 -1.7982 -1.8486
H 3.5353 -0.2190 -2.4423
H 4.8659 -1.8869 -0.3994
H 5.4227 -0.3809 -1.0435
C -1.4672 2.1356 0.2140
C -2.7213 1.9903 -0.6304
C -3.6654 0.9352 -0.2038
C -4.4093 0.0391 0.1085
C -5.2047 -1.1159 0.5839
N -4.6584 -2.3929 0.1816
H -0.8647 1.2263 0.1837
H -1.6901 2.3933 1.2609
H -0.8474 2.9473 -0.1638
H -3.2713 2.9249 -0.5766
H -2.4127 1.8302 -1.6746
H -5.1797 -1.0677 1.6888
H -6.2699 -0.9227 0.2941
H -4.8241 -2.6118 -0.7987
H -5.0982 -3.1388 0.7302
*
```



Entry 8:
Entry from the Open Molecules 2025 dataset: one molecule with the formula C3H7N3O (ωB97M-V/def2-TZVPD).

Frontier orbital gap in eV: 10.42

The geometry in ORCA input format:
```
! wB97M-V def2-TZVPD RIJCOSX def2/J DEFGRID3
* xyz 0 1
C -1.3948 1.2696 0.9438
N -0.2907 0.3235 1.0205
C 0.2393 -0.2200 -0.1347
O -0.1870 0.2895 -1.4267
N 1.6632 -0.2094 -0.6147
C 0.7480 -0.8019 -1.6242
N 0.0990 -1.6538 -0.6077
H -1.5401 1.5874 -0.0923
H -1.1796 2.1569 1.5463
H -2.3317 0.8339 1.3113
H 0.3681 0.4507 1.7713
H 2.1699 -0.9790 -0.1648
H 1.0150 -1.0920 -2.6376
H -0.8817 -1.8024 -0.8692
*
```